60
Properties=species:S:1:pos:R:3:forces:R:3 method="wB97M-V/def2-TZVPD" gap_ev="5.81 / 6.22" max_force_ev_per_a=3.7 e_above_lowest_kj_mol=0.0 total_charge=+1 homo_energy_ev="-8.43 / -11.45" lumo_ev="-2.618 / -5.225" multiplicity=4 total_energy_ev=-110495.2862
Ti 0.0649 -1.1934 1.5506 1.719 3.063 -1.070
N 0.5672 -2.4773 3.1662 -0.155 -0.765 1.327
C 0.4264 -3.8954 2.6927 -0.389 0.089 -0.191
C -0.1731 -3.9071 1.2653 -0.359 -0.119 0.068
N 0.3194 -2.8237 0.3542 -0.507 -1.462 -1.211
C 1.7290 -2.8279 -0.0847 0.522 -1.093 0.308
C 2.7239 -2.2649 0.9574 0.073 0.599 -0.776
N 2.2638 -0.8952 1.3408 0.627 0.555 0.035
H 1.4878 -2.2841 3.5711 -0.470 -0.439 0.070
H -0.1561 -2.2287 3.8697 0.615 -0.422 -0.574
H -0.3039 -4.4589 3.3137 0.690 0.356 -0.211
H 1.3931 -4.4084 2.7366 -0.205 0.132 0.024
H -1.2520 -3.7084 1.3861 0.388 -0.006 -0.176
H -0.0899 -4.8995 0.8052 0.233 0.067 0.110
H -0.2879 -2.8512 -0.4920 0.634 0.040 0.728
H 1.8144 -2.1758 -0.9499 -0.195 0.041 -0.225
H 2.0371 -3.8517 -0.4093 -0.071 0.665 0.270
H 3.6918 -2.2128 0.4331 -0.152 -0.126 0.334
H 2.8580 -2.8655 1.8598 -0.173 0.023 -0.224
H 2.4748 -0.1735 0.6259 0.108 -0.717 0.386
H 2.7046 -0.5515 2.2008 0.067 -0.287 -0.404
C -2.6221 -0.3053 2.6349 -0.345 -0.394 0.369
O -1.5827 -1.1847 2.2648 -2.713 0.188 1.326
H -2.2207 0.6904 2.8727 -0.199 -0.094 -0.017
H -3.1442 -0.7084 3.5394 0.302 0.404 -0.609
H -3.3750 -0.1947 1.8370 0.227 -0.006 0.156
C -1.2004 -1.6061 -4.3040 0.328 0.360 -0.005
C -2.0903 -1.4532 -3.2690 -0.435 0.101 0.379
C -1.8428 -0.5916 -2.2117 0.269 -0.219 0.113
C -0.6980 0.2016 -2.2297 0.295 -0.499 0.864
C 0.0893 0.1890 -3.3804 0.812 -0.053 -0.024
C -0.1151 -0.7521 -4.3813 0.146 0.087 -0.254
Ge -0.1046 0.9545 -0.4654 -0.989 2.029 -2.980
C 1.4337 2.1281 -0.9606 0.632 -0.949 0.589
C 1.4726 3.4231 -0.4675 -0.076 0.127 0.412
C 2.6790 4.0470 -0.1837 -0.472 0.992 -0.011
C 3.8704 3.4337 -0.4566 0.976 -0.157 0.019
C 3.8594 2.2257 -1.1399 0.321 -0.417 -0.470
C 2.6652 1.5848 -1.3979 -0.886 -0.383 0.349
C -1.5606 2.2439 -0.1336 -0.111 -0.124 1.446
C -2.7021 2.3049 -0.9335 0.057 -0.069 -0.390
C -3.8022 3.0528 -0.5623 -0.270 0.525 0.908
C -3.7939 3.7566 0.6557 0.786 -0.744 -0.834
C -2.6399 3.7508 1.4425 -0.722 -0.216 -0.649
C -1.5562 2.9894 1.0705 0.228 -0.501 -0.857
H -1.3570 -2.3656 -5.0406 -0.112 -0.238 -0.382
H -2.9858 -2.0218 -3.2879 -0.690 -0.547 0.148
H -2.5008 -0.5461 -1.3428 0.001 -0.188 -0.240
H 0.9234 0.8799 -3.4928 -0.062 -0.156 0.198
H 0.5796 -0.8499 -5.2144 -0.140 0.241 0.153
H 0.5569 3.9477 -0.2577 -0.219 0.033 0.246
H 2.6707 5.0497 0.2445 -0.011 -0.261 -0.033
H 4.8158 3.8848 -0.1434 -0.324 -0.088 -0.267
H 4.7710 1.7522 -1.4910 0.061 0.183 0.164
H 2.6286 0.6277 -1.9231 0.309 0.090 0.206
H -2.7699 1.8090 -1.8942 0.239 -0.186 0.144
H -4.6831 3.0492 -1.2009 0.156 0.122 0.149
H -4.6616 4.2821 0.9753 -0.511 0.412 0.176
H -2.6315 4.3019 2.3491 0.085 0.421 0.689
H -0.6686 2.9741 1.6863 0.054 -0.025 0.224